ORCA calculation (ωB97M-V/def2-TZVPD) on 10 unconnected molecules or ions with the total composition C48H114N14O10 at a distorted geometry.

Last column: Löwdin charge in e.
Atoms and positions in Å:
C (-0.84142, -30.01889, -10.25141)  -0.02
C (-0.16117, -29.23919, -9.13548)  -0.52
C (1.31043, -29.67987, -9.06363)  -0.15
C (2.13408, -28.84800, -8.09012)  -0.17
C (2.14720, -27.41192, -8.55287)  -0.14
C (0.76021, -26.81109, -8.84576)  -0.51
N (-0.12048, -27.81579, -9.42283)  -0.10
O (-1.40745, -27.28898, -9.72201)  -0.03
C (0.19876, -26.25693, -7.52990)  -0.03
C (0.96248, -25.66174, -9.83344)  -0.03
C (-0.85121, -29.51888, -7.77796)  -0.02
H (-0.34632, -29.80818, -11.19476)  0.09
H (-1.91081, -29.79529, -10.23651)  0.07
H (-0.82410, -31.08132, -9.99330)  0.08
H (1.33614, -30.73320, -8.76817)  0.12
H (1.69193, -29.63905, -10.09007)  0.12
H (3.10069, -29.33274, -7.95827)  0.11
H (1.61960, -28.97063, -7.13159)  0.11
H (2.90762, -27.21889, -9.31402)  0.12
H (2.57812, -26.84972, -7.71122)  0.12
H (0.60422, -25.28732, -7.23613)  0.09
H (-0.89289, -26.17852, -7.58607)  0.07
H (0.35215, -26.91295, -6.66747)  0.07
H (1.61448, -24.92222, -9.36656)  0.09
H (1.39236, -25.96452, -10.78668)  0.09
H (0.00464, -25.15886, -10.00388)  0.07
H (-1.92787, -29.49656, -7.98058)  0.07
H (-0.62483, -28.78147, -7.01672)  0.06
H (-0.60924, -30.52798, -7.43692)  0.09
H (-1.25543, -26.75215, -10.50692)  0.08
C (-4.00458, -28.15446, -3.49863)  -0.04
C (-4.03050, -27.04321, -4.53600)  -0.50
C (-3.81932, -27.75515, -5.88038)  -0.14
C (-4.15609, -26.88354, -7.06372)  -0.17
C (-5.63272, -26.50422, -6.94960)  -0.13
C (-5.92546, -25.66587, -5.69544)  -0.50
N (-5.34733, -26.38148, -4.53950)  -0.09
O (-5.48474, -25.63616, -3.34215)  -0.02
C (-5.45793, -24.21862, -5.80225)  -0.01
C (-7.44501, -25.75191, -5.52035)  -0.03
C (-2.83219, -26.12580, -4.26367)  -0.02
H (-4.09716, -27.85221, -2.45109)  0.07
H (-3.04926, -28.68006, -3.53832)  0.10
H (-4.85370, -28.82204, -3.64777)  0.06
H (-2.82311, -28.19876, -5.90597)  0.11
H (-4.50224, -28.61391, -5.95021)  0.11
H (-4.04900, -27.33563, -8.05361)  0.10
H (-3.50682, -25.99967, -7.06430)  0.10
H (-6.22854, -27.41820, -6.91345)  0.11
H (-5.85869, -25.94811, -7.86291)  0.11
H (-4.38153, -24.09886, -5.70212)  0.07
H (-5.74535, -23.77022, -6.75698)  0.09
H (-5.99290, -23.64854, -5.03966)  0.09
H (-7.78714, -25.16763, -4.65890)  0.09
H (-7.94678, -25.33666, -6.39875)  0.07
H (-7.79181, -26.77106, -5.36573)  0.05
H (-2.71839, -25.30262, -4.96923)  0.08
H (-1.90958, -26.70458, -4.23035)  0.09
H (-2.93674, -25.73697, -3.24585)  0.07
H (-4.77226, -24.98143, -3.37996)  0.09
C (-6.91396, -28.70688, -11.57340)  -0.03
C (-7.66206, -27.42702, -11.13318)  -0.50
C (-8.37785, -26.95869, -12.40728)  -0.13
C (-9.53248, -25.98319, -12.16485)  -0.17
C (-10.43778, -26.45724, -11.02712)  -0.14
C (-9.70953, -26.90374, -9.75600)  -0.51
N (-8.62105, -27.79906, -10.11806)  -0.10
O (-8.02000, -28.46363, -9.04088)  -0.03
C (-9.28549, -25.65661, -8.97184)  -0.03
C (-10.70022, -27.68845, -8.90617)  -0.04
C (-6.55487, -26.46091, -10.68658)  -0.03
H (-7.60840, -29.53680, -11.71667)  0.09
H (-6.06009, -28.97872, -10.95038)  0.06
H (-6.43326, -28.51861, -12.53990)  0.09
H (-7.67232, -26.43793, -13.05241)  0.12
H (-8.79862, -27.85878, -12.85913)  0.12
H (-10.11709, -25.90490, -13.08364)  0.11
H (-9.20329, -24.96414, -11.93505)  0.11
H (-11.04625, -27.27861, -11.41986)  0.12
H (-11.15200, -25.68651, -10.72568)  0.13
H (-8.87649, -24.86747, -9.60578)  0.08
H (-10.12435, -25.19040, -8.44502)  0.09
H (-8.56452, -25.84529, -8.17197)  0.05
H (-11.31798, -28.39360, -9.47662)  0.09
H (-10.20713, -28.38695, -8.22431)  0.06
H (-11.40914, -27.08589, -8.34009)  0.09
H (-5.98028, -26.88033, -9.85566)  0.06
H (-6.97043, -25.57950, -10.18088)  0.07
H (-5.91601, -26.10717, -11.49055)  0.06
H (-8.22296, -29.39582, -9.17234)  0.09
C (0.55313, -27.59595, -1.57717)  -0.04
C (0.17648, -26.67178, -0.42244)  -0.53
C (-0.15928, -27.57056, 0.78011)  -0.13
C (-0.25465, -26.75951, 2.08318)  -0.19
C (0.98237, -25.94588, 2.35190)  -0.14
C (1.32233, -25.01150, 1.17642)  -0.49
N (1.28632, -25.82205, -0.04525)  -0.10
O (1.75178, -25.10937, -1.18170)  -0.02
C (0.39374, -23.78184, 1.11858)  -0.02
C (2.76814, -24.54577, 1.39263)  -0.04
C (-1.11839, -25.92784, -0.78951)  -0.03
H (0.69031, -27.03887, -2.50783)  0.07
H (-0.26946, -28.29436, -1.72484)  0.08
H (1.50042, -28.08710, -1.35199)  0.09
H (-1.15684, -28.00212, 0.68681)  0.10
H (0.57522, -28.37100, 0.89984)  0.12
H (-0.49871, -27.49766, 2.85276)  0.11
H (-1.14997, -26.13244, 2.06197)  0.10
H (1.83201, -26.54861, 2.67540)  0.11
H (0.82068, -25.26723, 3.20069)  0.12
H (-0.47358, -23.87862, 1.78039)  0.08
H (0.89523, -22.87070, 1.44356)  0.07
H (-0.01098, -23.63482, 0.11994)  0.07
H (3.26280, -24.22124, 0.47881)  0.07
H (2.81626, -23.71379, 2.10039)  0.08
H (3.39565, -25.30094, 1.87349)  0.08
H (-1.49942, -25.27494, -0.00462)  0.07
H (-1.96536, -26.57351, -1.03321)  0.07
H (-0.89739, -25.29493, -1.65791)  0.08
H (2.67592, -25.36257, -1.26199)  0.10
C (-5.26111, -31.60312, -1.24244)  -0.67
O (-4.41525, -32.44559, -1.45388)  0.03
N (-5.89096, -30.87165, -2.22378)  0.16
N (-5.59438, -31.20382, 0.03352)  0.15
H (-5.98458, -31.24658, -3.14773)  0.07
H (-6.57856, -30.20086, -1.92066)  0.06
H (-5.27485, -31.84014, 0.73982)  0.11
H (-6.21766, -30.43663, 0.19382)  0.08
C (-9.03464, -30.02027, -4.50245)  -0.69
O (-9.75238, -30.40932, -3.60082)  0.03
N (-9.27572, -28.92102, -5.27583)  0.16
N (-7.84960, -30.65134, -4.84168)  0.16
H (-10.18375, -28.49399, -5.30709)  0.11
H (-8.63377, -28.58154, -5.97347)  0.08
H (-7.49157, -30.43674, -5.75557)  0.09
H (-7.57747, -31.46588, -4.32707)  0.09
C (-7.51651, -27.71966, -1.27736)  -0.63
O (-6.70807, -26.99841, -0.69725)  -0.01
N (-7.42889, -27.95589, -2.61303)  0.20
N (-8.47420, -28.44800, -0.61713)  0.18
H (-6.77286, -27.38998, -3.13967)  0.07
H (-8.18594, -28.43358, -3.06977)  0.06
H (-9.22383, -28.86605, -1.14349)  0.10
H (-8.51291, -28.47084, 0.38355)  0.11
C (-4.14142, -27.71334, 1.35000)  -0.64
O (-3.25127, -27.96368, 2.14570)  0.02
N (-5.23207, -26.91628, 1.60710)  0.15
N (-4.28275, -28.38992, 0.14400)  0.15
H (-5.97116, -26.88668, 0.90432)  0.04
H (-5.34563, -26.60250, 2.55118)  0.10
H (-5.11066, -28.13846, -0.37307)  0.04
H (-3.82606, -29.27551, 0.04275)  0.09
C (-3.52720, -22.89986, -12.05360)  -0.06
C (-2.96182, -23.97061, -11.12295)  -0.43
C (-2.87814, -23.56255, -9.67318)  -0.21
O (-1.88766, -22.56139, -9.51676)  -0.18
C (-2.39106, -21.26217, -9.29660)  -0.11
N (-3.87462, -25.12786, -11.20896)  0.03
H (-2.78290, -22.12377, -12.23388)  0.08
H (-4.43227, -22.42538, -11.65872)  0.08
H (-3.88348, -23.34298, -12.98426)  0.07
H (-1.96551, -24.20242, -11.52172)  0.13
H (-2.62968, -24.39880, -9.00957)  0.11
H (-3.87021, -23.24209, -9.32542)  0.13
H (-2.77066, -21.15244, -8.27386)  0.09
H (-3.26383, -21.05877, -9.93472)  0.08
H (-1.64006, -20.52368, -9.55981)  0.09
H (-3.81178, -25.61078, -12.10057)  0.08
H (-3.56347, -25.86235, -10.57056)  0.06
C (-2.88678, -32.83624, -7.99103)  -0.05
C (-4.27364, -33.17495, -8.53149)  -0.45
C (-4.61723, -32.38963, -9.77295)  -0.20
O (-4.49019, -30.98464, -9.60663)  -0.19
C (-5.52595, -30.38098, -8.86950)  -0.12
N (-4.34083, -34.62416, -8.78297)  0.04
H (-2.68742, -33.34522, -7.04935)  0.08
H (-2.76007, -31.75468, -7.99213)  0.05
H (-2.12836, -33.21900, -8.68382)  0.08
H (-4.98320, -32.88783, -7.73922)  0.13
H (-5.65086, -32.61996, -10.09332)  0.12
H (-4.04000, -32.62270, -10.67080)  0.14
H (-5.40884, -29.30049, -8.96085)  0.07
H (-5.48688, -30.65698, -7.81047)  0.08
H (-6.51167, -30.62176, -9.29098)  0.08
H (-5.25812, -34.83052, -9.16844)  0.07
H (-4.25805, -35.12688, -7.90844)  0.07

Energy above the lowest of the compared OMol25 structures with the same formula, charge and spin (kcal per mole): 0.0
Total charge: 0
M (g/mol): 1047.53
Lowest unoccupied orbital energy (Ha): 0.0000